No. 1
Formula: C4H17NO5S
Source: the OMol25 dataset
Level of theory: ωB97M-V with the def2-TZVPD basis set

Calculated values
- SMILES string = C[C@H](CS)NC=O.O.O.O.O
- ΔE to the lowest compared entry with this formula, charge and spin (kJ/mol) = 61.5
- calculated total energy (hartree) = -991.753535
- E_HOMO (eV) = -8.74
- frontier orbital gap (eV) = 8.86

```
! wB97M-V def2-TZVPD RIJCOSX def2/J DEFGRID3
* xyz 0 1
O 0.9406 -0.0320 -1.6805
C -0.2700 -0.0853 -1.8014
N -1.1647 -0.3828 -0.8278
C -0.6843 -0.4849 0.5372
C -1.1127 0.7180 1.3966
S -0.3866 2.3093 0.8137
C -1.1235 -1.7419 1.2947
H -0.7471 0.0058 -2.7885
H -2.0892 -0.6434 -1.1588
H 0.3989 -0.4614 0.4825
H -2.1665 0.9750 1.3477
H -0.7034 0.5242 2.3831
H 0.9065 2.0300 0.9196
H -1.1518 -2.5827 0.5958
H -2.1522 -1.6440 1.6402
H -0.4545 -2.0503 2.0930
H -3.6391 -3.2660 -0.2974
H -3.5587 -2.3441 -1.4633
O -3.4330 -2.3409 -0.5020
H 1.5323 3.2300 -1.9093
H 1.1137 1.8641 -2.5377
O 1.6117 2.6842 -2.6926
H 2.5763 -0.6273 2.2876
H 3.2854 0.6374 1.6561
O 2.5983 0.3509 2.2765
H 2.7463 0.5625 -0.9389
H 3.9227 1.6407 -0.7838
O 3.2047 1.1550 -0.3424
*
```

Löwdin population analysis, charges in e, atoms 1 to 6: number 1, O, carries -0.016; number 2, C, carries -0.338; number 3, N, carries 0.069; number 4, C, carries -0.424; number 5, C, carries -0.479; number 6, S, carries 0.713



No. 2
Formula: C4H6Br2N2O2
Source: the OMol25 dataset
Level of theory: ωB97M-V with the def2-TZVPD basis set

Calculated values
- SMILES string = O=CN(Br)CC/C(O)=N/Br
- ΔE to the lowest compared entry with this formula, charge and spin (kJ/mol) = 271.6
- calculated total energy (hartree) = -5563.956295
- E_HOMO (eV) = -9.77
- frontier orbital gap (eV) = 9.79

```
! wB97M-V def2-TZVPD RIJCOSX def2/J DEFGRID3
* xyz 0 1
C 1.0783 -1.1137 0.4776
C 0.4237 0.1188 1.0097
C -0.6318 0.7614 0.0052
C -0.1694 0.6299 -2.4254
N 2.2929 -1.2175 0.1015
N 0.1209 1.0858 -1.2015
O 0.1925 -2.1824 0.5427
O -0.9546 -0.2479 -2.6100
Br 2.9821 -2.7765 -0.6422
Br 1.1366 2.6137 -0.9260
H -0.0572 -0.3052 1.9987
H 1.3427 0.7660 1.2912
H -1.2952 0.0385 -0.2339
H -0.9776 1.5203 0.6409
H 0.3877 1.0280 -3.2604
H 0.4422 -3.0567 0.2196
*
```

Löwdin population analysis, charges in e, atoms 1 to 6: number 1, C, carries -0.553; number 2, C, carries -0.125; number 3, C, carries -0.199; number 4, C, carries -0.434; number 5, N, carries -0.374; number 6, N, carries -0.485



No. 3
Formula: C6H10N3S
Source: the OMol25 dataset
Level of theory: ωB97M-V with the def2-TZVPD basis set

Calculated values
- SMILES string = Cn1cnc2[n+]1CC[C@@H]2S
- ΔE to the lowest compared entry with this formula, charge and spin (kJ/mol) = 112.8
- calculated total energy (hartree) = -796.790975
- E_HOMO (eV) = -13.11
- frontier orbital gap (eV) = 9.45

```
! wB97M-V def2-TZVPD RIJCOSX def2/J DEFGRID3
* xyz 1 1
C -0.5913 0.6649 2.0668
C 0.1685 -0.8399 0.8031
C 1.2598 -1.2364 -1.3023
C 0.3874 0.0315 -1.3532
C 0.7051 -2.0069 -0.0649
C -0.8912 2.5929 0.4707
N -0.1748 -0.5557 2.0615
N -0.5358 1.2334 0.8170
N 0.0847 0.2681 0.0747
S -0.6045 -3.2162 -0.3487
H -0.8681 1.2836 2.9076
H 1.0928 -1.7681 -2.1467
H 2.4165 -0.9998 -1.0817
H 0.9274 0.8968 -1.8354
H -0.5358 -0.1958 -1.9181
H 1.3779 -2.6392 0.5371
H -0.8468 2.7058 -0.6698
H -1.8267 2.9496 0.9928
H -0.0713 3.1417 0.8501
H -1.4738 -2.3102 -0.8605
*
```

Löwdin population analysis, charges in e, atoms 1 to 6: number 1, C, carries -0.053; number 2, C, carries -0.251; number 3, C, carries -0.135; number 4, C, carries -0.074; number 5, C, carries -0.557; number 6, C, carries 0.029



No. 4
Formula: C2H5N3
Source: the OMol25 dataset
Level of theory: ωB97M-V with the def2-TZVPD basis set

Calculated values
- SMILES string = [H]/N=C/NN=C
- ΔE to the lowest compared entry with this formula, charge and spin (kJ/mol) = 387.0
- calculated total energy (hartree) = -243.314548
- E_HOMO (eV) = -8.83
- frontier orbital gap (eV) = 9.67

```
! wB97M-V def2-TZVPD RIJCOSX def2/J DEFGRID3
* xyz 0 1
C -2.0396 -0.1961 -0.0515
C 1.3655 0.4431 -0.1671
H -2.3983 0.8801 0.4290
H -3.0471 -0.8621 -0.1480
H -0.2532 1.8279 -0.1248
H 1.9241 1.3897 -0.3653
H 2.5742 -0.9258 0.2465
N -0.8626 -0.4065 -0.0880
N 0.0569 0.7016 0.2019
N 1.5550 -0.8368 0.0682
*
```

Löwdin population analysis, charges in e, atoms 1 to 6: number 1, C, carries -0.144; number 2, C, carries -0.314; number 3, H, carries 0.101; number 4, H, carries 0.115; number 5, H, carries 0.199; number 6, H, carries 0.118



No. 5
Formula: C7H13N
Source: the OMol25 dataset
Level of theory: ωB97M-V with the def2-TZVPD basis set

Calculated values
- ΔE to the lowest compared entry with this formula, charge and spin (kJ/mol) = 854.6
- calculated total energy (hartree) = -328.945961
- E_HOMO (eV) = -8.45
- frontier orbital gap (eV) = 9.45

```
! wB97M-V def2-TZVPD RIJCOSX def2/J DEFGRID3
* xyz 0 1
C -0.2581 2.2971 1.3721
C -0.4297 0.7979 -0.4305
C -0.4302 -0.1100 -1.6504
C -0.6947 -1.5329 -1.0259
C -0.5878 -1.2808 0.5410
C 0.3476 -0.0385 0.5173
C 1.6854 -0.5717 0.0928
H -0.0596 3.2755 0.7721
H 0.3228 2.5538 2.2482
H -1.4397 2.1903 1.7753
H -1.4306 0.5973 -0.1082
H -1.3195 0.0596 -2.2887
H 0.5630 0.0816 -2.3990
H -1.7578 -1.9067 -1.1915
H -0.0819 -2.4955 -1.0546
H -1.3584 -1.1363 1.0910
H -0.2069 -2.1313 1.1106
H 2.3552 0.6192 -0.0818
H 2.1177 -1.3015 -0.8642
H 2.1950 -1.2762 1.0881
N 0.4684 1.3092 0.4862
*
```

Löwdin population analysis, charges in e, atoms 1 to 6: number 1, C, carries -0.064; number 2, C, carries -0.282; number 3, C, carries -0.151; number 4, C, carries -0.153; number 5, C, carries -0.132; number 6, C, carries -0.527



No. 6
Formula: CH4N2O
Source: the OMol25 dataset
Level of theory: ωB97M-V with the def2-TZVPD basis set

Calculated values
- SMILES string = OC1NN1
- ΔE to the lowest compared entry with this formula, charge and spin (kJ/mol) = 336.9
- calculated total energy (hartree) = -225.163694
- E_HOMO (eV) = -9.88
- frontier orbital gap (eV) = 10.98

```
! wB97M-V def2-TZVPD RIJCOSX def2/J DEFGRID3
* xyz 0 1
C -0.3242 -0.0778 -0.3562
N 0.7825 -0.8186 0.0137
N 0.7303 0.6250 0.2844
O -1.5589 -0.0191 0.1403
H -0.3786 -0.0870 -1.5697
H 0.6920 -1.3350 0.8913
H 1.4318 1.1077 -0.2774
H -1.3750 0.6048 0.8736
*
```

Löwdin population analysis, charges in e, atoms 1 to 6: number 1, C, carries -0.596; number 2, N, carries 0.025; number 3, N, carries 0.031; number 4, O, carries 0.042; number 5, H, carries 0.183; number 6, H, carries 0.103



The highest E_HOMO belongs to which entry? C7H13N



Which of these has the lowest ΔE to the lowest compared entry with this formula, charge and spin? C4H17NO5S



The lowest frontier orbital gap belongs to which entry? C4H17NO5S